133
Properties=species:S:1:pos:R:3:forces:R:3 method="wB97M-V/def2-TZVPD" e_homo_ev=-8.939 orbital_gap_ev=7.2 total_charge=+1
C 7.906 -0.421 6.407 -0.249 1.518 0.395
C 7.216 0.714 5.596 -0.038 -0.544 0.074
C 8.191 1.584 4.779 -0.917 0.522 -0.434
C 7.369 2.627 4.047 0.688 0.477 -1.308
N 8.085 3.186 2.749 -0.754 -0.617 -0.850
C 7.892 2.161 1.540 1.209 2.012 -0.346
C 8.119 3.129 0.330 0.183 -1.470 -1.038
C 7.509 4.490 0.601 -0.173 -0.706 2.037
C 7.231 4.369 2.159 0.111 -0.060 -0.010
C 9.579 3.535 3.026 0.195 0.424 -0.451
C 10.269 4.722 2.306 -0.846 0.247 -0.614
C 11.550 5.106 2.947 2.353 -0.333 0.962
H 8.773 -0.754 5.836 -0.148 -0.466 0.232
H 7.243 -1.210 6.762 -0.050 -0.147 -0.733
H 8.234 0.008 7.354 0.527 0.086 -0.061
H 6.578 1.370 6.188 0.269 0.031 0.558
H 6.468 0.271 4.940 0.226 -0.142 -0.504
H 8.649 1.012 3.972 0.589 -0.357 0.470
H 8.877 2.188 5.373 0.499 -0.868 0.226
H 7.195 3.505 4.669 -0.411 -0.092 -0.120
H 6.476 2.132 3.665 -0.263 0.586 0.077
H 8.566 1.308 1.466 0.428 0.315 0.727
H 6.896 1.722 1.596 -0.173 0.598 0.085
H 9.143 3.237 -0.027 0.367 -0.284 0.814
H 7.694 2.633 -0.542 -0.453 0.125 -0.030
H 8.179 5.337 0.452 -0.088 -0.243 -0.378
H 6.607 4.551 -0.007 -0.111 0.573 0.507
H 7.431 5.263 2.750 0.191 -0.058 -0.131
H 6.191 4.107 2.350 0.092 -0.216 0.001
H 10.158 2.628 2.850 -0.193 -0.065 0.110
H 9.710 3.834 4.066 -0.635 -0.448 0.212
H 9.662 5.623 2.397 -0.446 -0.140 -0.383
H 10.565 4.559 1.270 -0.794 -0.229 -0.200
H 11.520 5.268 4.025 -0.269 0.185 0.035
H 12.070 5.948 2.490 -0.774 0.524 -0.057
H 12.358 4.389 2.800 -0.240 -0.748 0.117
C -4.907 -5.226 -3.882 -0.756 -0.794 0.695
C -4.396 -4.462 -5.053 -0.379 -0.013 0.431
C -4.509 -2.939 -4.821 -0.268 0.091 -1.548
C -5.958 -2.435 -4.657 0.330 0.615 0.357
N -6.124 -0.870 -4.753 -0.093 0.439 0.617
C -5.595 -0.043 -3.532 0.706 -0.517 0.667
C -6.589 -0.286 -2.337 1.904 -1.829 -0.984
C -7.875 -0.492 -3.081 -1.185 0.723 0.602
C -7.589 -0.535 -4.567 -0.733 -0.464 -0.869
C -5.572 -0.282 -6.086 -0.271 0.434 0.450
C -6.229 -0.797 -7.361 -0.715 -1.994 1.270
C -5.518 -0.440 -8.623 0.710 1.219 -0.465
H -5.935 -4.953 -3.644 -0.071 0.012 0.217
H -4.284 -5.088 -2.998 -0.060 -0.001 0.059
H -4.943 -6.287 -4.126 0.125 -0.078 0.188
H -4.970 -4.784 -5.922 0.001 0.339 -0.268
H -3.388 -4.856 -5.185 0.293 0.842 -0.402
H -4.203 -2.518 -5.779 0.554 0.371 0.127
H -3.840 -2.606 -4.027 -0.132 0.049 0.035
H -6.390 -2.779 -3.717 -0.044 0.461 0.127
H -6.630 -2.787 -5.440 0.285 -0.158 -0.095
H -5.558 1.005 -3.830 -0.120 -0.135 -0.238
H -4.581 -0.379 -3.316 -0.029 0.098 -0.043
H -6.636 0.409 -1.499 0.272 0.493 -0.647
H -6.268 -1.214 -1.864 0.053 -0.127 0.052
H -8.404 0.409 -2.769 -0.876 -0.209 -0.763
H -8.458 -1.366 -2.790 0.141 0.118 0.253
H -7.824 0.395 -5.086 0.397 0.164 0.142
H -8.207 -1.286 -5.059 0.169 -0.097 -0.061
H -4.486 -0.365 -6.104 -0.094 -0.207 0.224
H -5.828 0.776 -6.028 0.247 0.108 0.253
H -7.284 -0.531 -7.285 -0.036 0.334 -0.561
H -6.244 -1.885 -7.311 -0.052 -0.266 0.041
H -4.568 -0.963 -8.735 0.024 -0.084 0.253
H -5.282 0.623 -8.572 0.124 0.178 -0.358
H -6.048 -0.605 -9.561 -0.377 -0.100 0.345
O -0.639 -0.485 4.891 -0.903 1.383 -2.975
C -0.791 -0.110 3.714 1.774 -2.212 3.505
O -0.168 0.898 3.163 0.402 0.356 -0.441
B -0.480 0.910 1.740 -0.718 0.042 -1.565
O -1.199 -0.364 1.416 -0.187 -1.478 2.568
C -1.414 -0.997 2.633 -1.070 -0.574 -0.341
O -1.967 -2.046 2.929 0.975 1.979 -1.692
O 0.584 1.105 0.724 1.486 -0.268 -0.459
C 0.412 2.182 -0.044 0.337 0.366 0.993
O 1.102 2.629 -0.927 -0.281 -0.918 0.523
C -0.829 2.870 0.526 -2.049 -0.067 0.207
O -1.349 2.018 1.463 -0.391 2.674 -1.113
O -1.321 3.909 0.142 0.665 -1.299 0.706
N -10.165 -5.374 2.400 0.866 0.482 2.225
C -10.445 -5.476 1.088 -1.494 -1.063 -0.741
C -9.344 -5.908 0.425 0.756 0.737 -0.109
C -8.275 -5.825 1.351 -0.436 -0.258 0.893
C -8.817 -5.572 2.634 1.267 -0.280 -3.261
H -10.809 -5.202 3.159 -0.082 0.076 -0.451
H -11.444 -5.386 0.689 -0.061 0.011 0.356
H -9.292 -6.249 -0.598 0.004 0.386 -0.020
H -7.250 -5.865 1.013 0.143 -0.390 0.631
H -8.182 -5.550 3.507 -0.951 0.315 0.454
N -2.739 -9.187 5.094 0.947 -0.493 -0.686
C -2.482 -10.488 4.700 -0.759 2.104 -0.573
C -2.560 -11.236 5.816 0.010 -2.429 -0.568
C -2.762 -10.427 6.937 0.119 1.068 0.334
C -2.816 -9.136 6.457 -0.596 0.454 -0.106
H -2.746 -8.463 4.389 0.020 0.299 0.753
H -2.332 -10.624 3.639 -0.083 -0.637 0.211
H -2.620 -12.308 5.700 0.401 -0.122 0.630
H -2.808 -10.715 7.977 -0.082 -0.029 -0.168
H -2.970 -8.178 6.932 0.026 -0.204 0.176
N -1.782 8.652 -5.824 -0.941 -2.548 -0.089
C -2.336 9.804 -6.259 -0.539 -0.961 -3.383
C -2.576 9.569 -7.657 1.307 1.935 0.548
C -1.999 8.320 -8.061 -1.497 -0.775 2.400
C -1.837 7.665 -6.860 2.072 1.465 1.070
H -1.590 8.428 -4.858 -0.206 0.022 -0.195
H -2.568 10.652 -5.631 0.153 -0.153 -0.113
H -2.927 10.340 -8.327 -0.001 0.024 0.034
H -1.755 7.723 -8.927 -0.783 0.751 -0.632
H -1.618 6.619 -6.708 0.438 0.229 0.369
C 1.390 -5.064 12.824 0.002 -0.659 1.584
C 0.172 -4.741 12.021 -0.449 0.574 -2.394
O -0.015 -3.328 11.851 -0.070 0.341 0.854
H 1.749 -6.091 12.769 -0.334 -0.220 -0.538
H 1.044 -5.009 13.856 0.523 0.403 0.346
H 2.285 -4.455 12.698 -0.437 0.385 -0.280
H -0.774 -5.125 12.405 0.256 -0.076 0.671
H 0.191 -5.181 11.024 0.373 -0.178 -0.199
H 0.112 -2.992 10.960 0.132 -0.567 -0.049
C 4.931 6.181 -8.641 -0.540 0.201 0.210
C 5.343 5.952 -7.194 0.727 0.821 0.221
O 6.567 6.687 -6.967 -0.153 -0.633 0.067
H 4.693 7.233 -8.797 -0.081 0.021 0.113
H 4.063 5.593 -8.939 0.000 -0.081 0.029
H 5.746 5.974 -9.334 0.109 -0.309 0.121
H 5.454 4.902 -6.922 0.188 -0.214 -0.257
H 4.702 6.371 -6.419 -0.546 0.050 -0.477
H 7.214 6.277 -7.546 0.296 0.141 -0.022